1.
Molecular formula: C14H3Cl5N2O5RuSe
Method: DFT, ωB97M-V/def2-TZVPD

Summary:
⟨S²⟩ = 0.755
Energy = -158329.4923 eV
Gap between HOMO and LUMO (spin up / spin down) = 0.289 / 0.262 Eh
Energy above the lowest of the compared OMol25 structures with the same formula, charge and spin = 5.8 kcal per mole
Largest force on an atom = 0.0155 hartree/bohr

```
! RIJCOSX wB97M-V def2-TZVPD def2/J DEFGRID3
* xyz -1 2
Ru -0.727 1.294 -0.344
O 1.850 2.806 -3.109
C 1.206 2.347 -2.185
O -0.063 2.094 -2.162
C 1.937 1.990 -0.887
C 3.302 1.927 -0.678
C 3.759 1.427 0.535
C 2.864 0.981 1.507
C 1.514 1.086 1.247
N 1.123 1.618 0.090
C 0.374 0.539 2.117
O 0.642 0.094 3.211
O -0.806 0.564 1.558
H 3.965 2.234 -1.475
H 4.824 1.349 0.716
H 3.182 0.538 2.440
Cl -3.419 -5.196 0.171
C -2.444 -3.813 -0.162
C -3.029 -2.553 -0.276
Cl -4.729 -2.363 -0.091
C -2.238 -1.450 -0.539
Cl -2.956 0.131 -0.670
C -0.845 -1.541 -0.713
O -0.097 -0.512 -1.000
C -0.281 -2.821 -0.582
Cl 1.428 -2.951 -0.758
C -1.065 -3.935 -0.314
Cl -0.325 -5.484 -0.162
Se -1.672 3.506 -0.060
C -3.160 3.140 0.976
N -4.113 2.953 1.600
*
```


2.
Molecular formula: C14H40O14
Method: DFT, ωB97M-V/def2-TZVPD

Summary:
Energy = -43828.7889 eV
Gap between HOMO and LUMO = 0.330 Eh
SMILES string = O=C1OCCO1.O=C1OCCO1.CCO.CCO.CCO.CCO.O.O.O.O
Largest force on an atom = 0.0873 hartree/bohr

```
! RIJCOSX wB97M-V def2-TZVPD def2/J DEFGRID3
* xyz 0 1
C 0.793 3.104 2.538
C 1.142 3.784 3.810
O 0.228 3.106 4.672
C -0.476 2.105 4.091
O -1.151 1.352 4.750
O -0.164 2.121 2.859
H 1.756 2.728 2.194
H 0.229 3.751 1.866
H 0.810 4.803 4.010
H 2.159 3.585 4.148
C 0.239 1.953 -4.915
C 1.104 2.803 -5.822
O 1.728 1.795 -6.533
C 1.815 0.635 -5.762
O 2.531 -0.336 -6.048
O 0.969 0.787 -4.713
H -0.742 1.814 -5.370
H 0.095 2.529 -4.001
H 1.768 3.459 -5.258
H 0.407 3.298 -6.499
O -1.191 2.700 -1.323
H -1.058 1.900 -0.814
H -0.329 3.117 -1.343
O -0.239 0.359 0.304
H 0.471 0.046 0.864
H -0.989 -0.186 0.540
O 3.898 0.912 1.673
H 4.437 1.703 1.678
H 3.877 0.642 0.755
O -4.305 -2.963 -0.664
H -3.971 -3.825 -0.417
H -4.574 -3.063 -1.577
C -2.728 -2.615 3.324
C -1.242 -2.333 3.347
O -1.035 -1.366 2.309
H -3.440 -1.931 3.784
H -2.866 -3.630 3.696
H -2.992 -2.775 2.278
H -0.632 -3.211 3.133
H -1.020 -1.902 4.323
H -0.097 -1.221 2.168
C 1.221 -2.519 0.431
C 2.155 -1.982 1.477
O 1.750 -0.763 2.132
H 0.260 -2.921 0.752
H 1.765 -3.358 -0.002
H 1.102 -1.704 -0.284
H 3.107 -1.811 0.975
H 2.428 -2.763 2.188
H 2.460 -0.156 2.353
C 3.796 -3.016 -2.614
C 3.381 -1.591 -2.488
O 4.004 -0.899 -1.464
H 3.400 -3.544 -1.747
H 4.883 -3.033 -2.541
H 3.555 -3.639 -3.476
H 2.399 -1.642 -2.017
H 3.193 -0.952 -3.351
H 4.916 -0.980 -1.754
C -5.648 1.567 -0.159
C -4.626 0.557 0.426
O -4.717 0.256 1.771
H -6.610 1.053 -0.158
H -5.311 1.848 -1.157
H -5.769 2.456 0.459
H -3.586 0.853 0.292
H -4.650 -0.421 -0.054
H -4.074 -0.432 1.958
*
```


3.
Molecular formula: C14H41N2O11
Method: DFT, ωB97M-V/def2-TZVPD

Summary:
⟨S²⟩ = 0.757
Energy = -40679.3736 eV
Gap between HOMO and LUMO (spin up / spin down) = 0.315 / 0.160 Eh
Largest force on an atom = 0.0614 hartree/bohr

```
! RIJCOSX wB97M-V def2-TZVPD def2/J DEFGRID3
* xyz 0 2
O 1.073 -1.299 -1.411
C 1.414 -0.268 -0.644
O 0.526 0.541 -0.311
O 2.621 -0.066 -0.488
H 1.947 -1.617 -1.652
C -7.558 -1.665 0.712
O -6.180 -1.321 0.542
C -5.341 -1.707 1.689
C -3.892 -1.513 1.424
N -3.370 -2.571 0.589
C -2.014 -2.356 0.081
C -0.962 -2.542 1.203
O -1.064 -3.878 1.773
C -0.302 -4.070 2.959
H -8.024 -1.206 1.584
H -7.611 -2.753 0.690
H -8.164 -1.327 -0.128
H -5.545 -2.724 2.025
H -5.683 -1.034 2.475
H -3.583 -1.545 2.469
H -3.802 -0.500 1.032
H -3.300 -3.402 1.159
H -1.984 -1.379 -0.401
H -1.859 -3.146 -0.654
H -1.218 -1.806 1.965
H 0.010 -2.255 0.801
H 0.765 -4.120 2.741
H -0.552 -4.972 3.519
H -0.415 -3.245 3.663
C 1.036 2.135 3.594
O 1.583 2.368 2.321
C 2.993 2.197 2.158
C 3.624 2.960 0.994
N 2.843 2.835 -0.230
C 3.511 3.633 -1.254
C 2.841 3.516 -2.647
O 1.424 3.439 -2.590
C 0.967 3.069 -3.850
H -0.050 2.197 3.516
H 1.309 2.975 4.234
H 1.326 1.194 4.060
H 3.154 1.151 1.899
H 3.583 2.484 3.028
H 4.593 2.518 0.762
H 3.927 3.977 1.245
H 2.872 1.847 -0.437
H 4.508 3.215 -1.394
H 3.549 4.691 -0.995
H 3.167 2.629 -3.190
H 3.142 4.362 -3.265
H 1.118 3.765 -4.676
H -0.111 2.906 -3.857
H 1.341 2.129 -4.253
C -1.248 -0.960 -3.558
O -0.666 0.179 -2.949
H -2.254 -0.744 -3.919
H -0.657 -1.298 -4.409
H -1.264 -1.771 -2.830
H 0.085 -0.164 -2.459
O 3.606 -2.739 -2.135
H 4.088 -3.321 -1.548
H 4.139 -1.944 -2.174
O 5.282 0.576 -1.334
H 4.412 0.337 -1.015
H 5.873 0.341 -0.618
O -1.836 1.377 1.298
H -1.747 0.531 0.859
H -1.994 1.156 2.216
*
```


4.
Molecular formula: C14H42NO17
Method: DFT, ωB97M-V/def2-TZVPD

Summary:
Energy = -51490.0327 eV
Gap between HOMO and LUMO = 0.328 Eh
Energy above the lowest of the compared OMol25 structures with the same formula, charge and spin = 72.9 kcal per mole
Largest force on an atom = 0.0839 hartree/bohr

```
! RIJCOSX wB97M-V def2-TZVPD def2/J DEFGRID3
* xyz -1 1
N -0.607 0.351 -0.005
O -0.748 -0.624 0.737
O -0.192 0.229 -1.119
O -0.849 1.494 0.392
C 0.661 -5.245 2.155
C 0.758 -3.715 1.934
O 0.384 -3.305 0.645
O 1.584 -5.830 1.259
H -0.383 -5.433 1.905
H 0.774 -5.697 3.140
H 1.729 -3.275 2.161
H 0.189 -3.204 2.711
H 0.086 -2.395 0.698
H 1.824 -6.659 1.680
C -2.246 4.326 2.079
C -2.774 2.981 2.730
O -3.243 2.154 1.693
O -1.452 5.043 2.899
H -3.152 4.869 1.807
H -1.597 4.216 1.211
H -3.534 3.188 3.484
H -2.058 2.288 3.171
H -2.423 1.875 1.278
H -2.033 5.416 3.566
C -4.096 -4.279 1.701
C -3.028 -3.112 1.570
O -3.003 -2.597 0.285
O -3.639 -5.453 1.105
H -4.992 -3.945 1.178
H -4.301 -4.409 2.764
H -1.989 -3.410 1.711
H -3.210 -2.340 2.317
H -2.371 -1.876 0.239
H -4.347 -6.100 1.059
C 2.787 0.325 1.233
C 1.885 0.565 2.430
O 2.512 1.170 3.552
O 3.476 -0.901 1.506
H 3.499 1.122 1.022
H 2.238 0.213 0.298
H 1.308 -0.275 2.818
H 1.122 1.298 2.169
H 1.814 1.667 3.986
H 4.160 -0.808 2.173
C -0.481 2.780 -5.587
C -0.108 2.438 -4.093
O 0.101 1.000 -3.889
O 0.685 2.796 -6.266
H -1.035 3.717 -5.532
H -1.174 2.010 -5.926
H -0.967 2.807 -3.534
H 0.689 3.101 -3.755
H 0.239 0.823 -2.955
H 0.433 2.967 -7.176
C 1.709 4.056 0.814
C 1.435 4.145 -0.715
O 0.002 3.902 -0.998
O 1.197 5.169 1.517
H 2.755 4.004 1.116
H 1.258 3.143 1.203
H 2.071 3.414 -1.214
H 1.728 5.120 -1.102
H -0.259 3.116 -0.512
H 0.351 5.025 1.947
C 1.536 -1.912 -2.712
C 2.384 -2.863 -3.617
O 2.863 -4.002 -3.018
O 0.417 -2.473 -2.032
H 1.050 -1.289 -3.463
H 2.144 -1.282 -2.063
H 3.255 -2.304 -3.959
H 1.822 -3.193 -4.490
H 3.563 -4.321 -3.591
H -0.186 -1.793 -1.725
*
```


5.
Molecular formula: C14H42O7
Method: DFT, ωB97M-V/def2-TZVPD

Summary:
Energy = -29529.5573 eV
Gap between HOMO and LUMO = 0.361 Eh
SMILES string = CCO.CCO.CCO.CCO.CCO.CCO.CCO
Energy above the lowest of the compared OMol25 structures with the same formula, charge and spin = 44.2 kcal per mole
Largest force on an atom = 0.0214 hartree/bohr

```
! RIJCOSX wB97M-V def2-TZVPD def2/J DEFGRID3
* xyz 0 1
C 0.617 15.143 -18.875
C -0.020 15.444 -17.530
O 0.930 16.116 -16.681
H 1.422 14.421 -18.733
H 0.986 16.043 -19.359
H -0.098 14.620 -19.515
H -0.313 14.512 -17.048
H -0.886 16.094 -17.654
H 1.033 15.627 -15.863
C 4.491 17.871 -14.286
C 5.407 17.040 -13.404
O 5.900 15.896 -14.100
H 3.652 17.259 -14.636
H 4.970 18.289 -15.170
H 3.978 18.642 -13.701
H 4.857 16.643 -12.555
H 6.238 17.664 -13.060
H 6.607 16.161 -14.695
C 3.419 19.932 -17.245
C 2.222 19.019 -17.097
O 2.112 18.173 -18.228
H 3.610 20.447 -16.299
H 3.237 20.731 -17.966
H 4.294 19.372 -17.576
H 1.315 19.631 -17.017
H 2.255 18.477 -16.149
H 1.912 17.274 -17.930
C 4.164 14.301 -17.944
C 4.662 13.321 -19.009
O 5.532 12.331 -18.460
H 4.023 15.287 -18.397
H 4.974 14.432 -17.221
H 3.275 14.010 -17.393
H 5.139 13.881 -19.820
H 3.822 12.827 -19.503
H 6.422 12.680 -18.562
C 2.516 19.799 -22.674
C 2.416 19.015 -21.392
O 1.401 19.576 -20.570
H 1.572 19.763 -23.215
H 3.311 19.416 -23.313
H 2.738 20.842 -22.438
H 3.347 18.998 -20.810
H 2.205 17.957 -21.623
H 1.498 19.164 -19.696
C 6.591 21.874 -14.853
C 5.341 21.629 -14.046
O 4.489 22.760 -14.003
H 7.200 20.980 -14.979
H 7.202 22.684 -14.447
H 6.327 22.243 -15.852
H 5.549 21.382 -13.005
H 4.807 20.758 -14.440
H 4.300 23.025 -14.908
C 0.158 21.878 -15.209
C 0.085 22.721 -16.464
O 1.333 22.754 -17.173
H -0.719 21.933 -14.570
H 1.048 22.199 -14.659
H 0.336 20.825 -15.446
H -0.171 23.754 -16.177
H -0.677 22.461 -17.198
H 1.908 23.340 -16.673
*
```


6.
Molecular formula: C14H43Li2N2O14
Method: DFT, ωB97M-V/def2-TZVPD

Summary:
Energy = -47261.4672 eV
Gap between HOMO and LUMO = 0.315 Eh
Largest force on an atom = 0.1615 hartree/bohr

```
! RIJCOSX wB97M-V def2-TZVPD def2/J DEFGRID3
* xyz 1 1
Li 0.472 -2.823 2.344
Li -2.636 -0.663 1.841
C 0.178 -0.380 0.591
O -0.510 -1.111 1.533
H -0.562 0.148 -0.009
H 0.866 0.313 1.077
H 0.697 -1.032 -0.112
C 4.095 -0.147 -1.450
C 4.931 -0.558 -2.652
O 4.185 -1.220 -3.660
O 3.533 1.165 -1.723
H 4.597 -0.070 -0.485
H 3.269 -0.842 -1.301
H 5.638 -1.388 -2.638
H 5.339 0.269 -3.232
H 4.621 -2.070 -3.752
H 3.154 1.208 -2.604
C -2.656 2.902 0.606
C -2.761 3.420 2.035
O -3.740 4.392 2.098
O -3.918 2.550 0.006
H -2.050 1.996 0.631
H -2.045 3.554 -0.018
H -1.792 3.769 2.392
H -3.152 2.575 2.603
H -4.439 4.059 1.530
H -4.164 2.916 -0.847
C -4.059 -1.055 -0.630
C -3.132 -2.252 -0.326
O -3.640 -3.447 -1.028
O -3.980 -0.153 0.401
H -5.117 -1.290 -0.746
H -3.888 -0.591 -1.602
H -3.028 -2.652 0.682
H -2.074 -2.074 -0.523
H -4.590 -3.346 -0.934
H -4.548 0.606 0.251
C 0.812 3.174 0.829
C 2.242 3.031 0.350
O 3.139 3.506 1.323
O 0.393 4.482 0.812
H 0.681 2.725 1.814
H 0.195 2.573 0.161
H 2.399 3.431 -0.652
H 2.397 1.970 0.157
H 3.042 4.460 1.365
H 0.686 4.785 1.674
C -2.010 -5.407 1.375
C -0.776 -4.853 0.625
O 0.285 -4.811 1.538
O -1.799 -6.772 1.629
H -2.908 -5.061 0.862
H -2.378 -4.972 2.305
H -0.748 -3.794 0.367
H -0.680 -5.457 -0.277
H 0.724 -5.660 1.454
H -0.909 -7.104 1.761
C -1.567 1.503 -2.754
C -1.135 2.694 -3.629
O -0.339 3.496 -2.747
O -0.457 0.648 -2.819
H -2.466 1.001 -3.114
H -1.660 1.759 -1.699
H -1.965 3.319 -3.960
H -0.628 2.409 -4.551
H 0.613 3.493 -2.868
H 0.334 1.138 -2.582
C 3.583 -1.405 2.599
O 2.724 -2.320 2.526
N 4.727 -1.553 3.182
N 3.516 -0.341 1.971
H 4.866 -2.313 3.833
H 4.904 -0.594 3.445
H 2.700 -0.052 1.450
H 4.368 0.195 1.894
*
```


7.
Molecular formula: C14H43N5O8
Method: DFT, ωB97M-V/def2-TZVPD

Summary:
⟨S²⟩ = 0.757
Energy = -39031.5550 eV
Gap between HOMO and LUMO (spin up / spin down) = 0.313 / 0.150 Eh
Largest force on an atom = 0.0483 hartree/bohr

```
! RIJCOSX wB97M-V def2-TZVPD def2/J DEFGRID3
* xyz 1 2
N -6.771 27.925 -6.810
H -6.698 28.273 -7.755
H -7.683 28.189 -6.467
H -6.179 28.384 -6.131
H -6.770 26.916 -6.789
N -10.233 28.475 -7.247
O -11.413 28.703 -7.102
O -9.393 29.181 -6.763
O -9.852 27.493 -7.883
C -8.789 24.810 -6.100
C -7.919 24.767 -7.386
O -6.598 25.229 -7.009
O -10.061 24.210 -6.175
H -8.940 25.790 -5.648
H -8.223 24.235 -5.367
H -8.375 25.421 -8.129
H -7.945 23.776 -7.839
H -6.146 24.479 -6.617
H -10.024 23.276 -5.955
C -4.433 27.766 -3.038
C -5.589 27.927 -3.975
C -6.921 28.233 -3.234
O -7.975 28.115 -4.268
C -9.281 28.218 -3.785
N -5.129 28.940 -4.899
H -4.435 26.805 -2.524
H -4.448 28.469 -2.205
H -3.451 27.830 -3.508
H -5.765 27.013 -4.541
H -6.850 29.203 -2.742
H -7.029 27.463 -2.469
H -9.378 29.300 -3.698
H -9.424 27.652 -2.865
H -10.072 27.775 -4.389
H -4.131 28.925 -5.054
H -5.308 29.836 -4.468
C -8.352 33.655 -4.533
C -8.820 32.211 -4.718
C -10.351 32.105 -5.060
O -10.607 32.748 -6.311
C -11.748 32.291 -7.029
N -7.948 31.623 -5.754
H -7.308 33.822 -4.266
H -8.905 34.084 -3.698
H -8.635 34.360 -5.315
H -8.636 31.677 -3.785
H -10.935 32.494 -4.225
H -10.544 31.035 -5.131
H -12.540 32.115 -6.300
H -11.478 31.322 -7.447
H -12.046 33.054 -7.748
H -8.376 30.749 -6.025
H -8.034 32.242 -6.548
C -4.852 30.222 -8.140
C -5.177 29.765 -9.542
C -4.188 28.760 -10.199
O -2.916 29.434 -10.098
C -1.783 28.703 -10.560
N -6.510 29.114 -9.384
H -3.975 30.866 -8.201
H -4.577 29.407 -7.470
H -5.636 30.728 -7.577
H -5.354 30.566 -10.259
H -4.512 28.571 -11.222
H -4.189 27.808 -9.666
H -1.724 28.952 -11.620
H -1.767 27.666 -10.227
H -1.003 29.256 -10.035
H -6.845 28.627 -10.203
H -7.279 29.755 -9.246
*
```